[1]
The following is a quantum chemistry calculation of C14H21F6FeN3O15PS4 as an isolated structure, from OMol25.

Calculated values
Orbital gap (alpha / beta) ... 9.70 / 6.55 eV
Spin multiplicity ... 6
Molecular weight ... 800.4 g/mol
<S²> ... 8.759
E ... -5636.0256 Eh

CARTESIAN COORDINATES (ANGSTROEM)
H -2.046 0.265 -3.919
O 2.434 2.447 -2.653
O -1.331 -0.224 4.310
H -4.720 -1.161 -0.416
H -5.530 0.394 -0.738
O -1.176 0.250 1.956
O 1.232 -2.351 -3.256
F 1.117 -1.196 4.755
H -3.050 0.904 0.346
H 2.001 -0.690 0.389
C 3.366 -1.800 -1.223
O -1.405 -1.735 0.152
O -0.532 2.440 0.731
H 2.216 4.118 3.014
S -0.633 -0.475 3.097
H 4.008 5.701 2.258
O -3.930 1.200 -2.962
C 1.900 -2.111 -0.946
O 1.140 0.952 1.619
O -2.167 0.815 -1.125
C 1.181 -0.412 3.665
P -3.360 0.331 -1.915
C 1.834 3.406 1.065
H -3.652 -0.297 1.336
C 2.156 3.462 -0.278
H -2.413 -1.988 -2.127
F -1.080 -4.687 0.803
H 3.495 -0.727 -1.353
C 3.783 5.171 0.196
H -1.611 -1.252 -4.534
H -4.515 1.167 1.179
O 1.409 -1.427 0.181
O 2.064 0.961 -0.762
C 1.060 -1.731 -2.229
O 0.240 2.706 3.025
F 1.708 0.727 4.073
F -2.409 -4.542 2.482
C 1.645 -3.605 -0.728
N -0.670 -2.011 2.620
H 2.304 -3.979 0.051
S -1.751 -2.114 1.504
H 3.688 -2.319 -2.123
H 4.541 5.857 -0.148
N -1.781 -0.704 -3.688
H 3.376 4.344 -1.760
F 2.025 -1.017 2.844
O -3.082 -1.691 1.889
H -0.856 -0.657 -3.092
O 0.224 2.114 -1.713
C 3.130 4.349 -0.710
N -3.957 0.474 0.686
Fe -0.174 0.408 -0.209
C 3.479 5.088 1.546
S 0.563 2.312 1.684
H 1.812 -4.154 -1.651
C -2.827 -1.242 -2.799
C 2.492 4.214 1.976
F -3.119 -4.087 0.498
H -3.653 -1.654 -3.378
H 3.974 -2.128 -0.381
H 0.619 -3.728 -0.403
C -4.576 -0.087 -0.525
C -2.071 -3.977 1.333
O 0.200 -0.811 -2.062
S 1.662 2.197 -1.461

Force components x, y, z for each atom (eV/Å):
H 0.1 -0.3 -0.5
O -0.4 0.2 0.6
O 0.2 0.3 0.2
H 0.0 0.0 0.1
H 0.1 -0.1 0.0
O 0.1 1.0 -0.9
O -0.2 0.1 -0.4
F -0.3 -0.1 0.0
H -0.5 0.1 0.4
H 0.3 -0.1 0.1
C -0.2 0.1 0.3
O 0.7 0.6 -0.8
O -0.6 -1.0 -1.1
H 0.0 0.1 0.1
S -0.7 -1.1 1.4
H 0.0 0.1 0.1
O -0.1 0.0 0.0
C -0.2 -0.7 -1.8
O -0.2 -0.1 -1.4
O 1.7 -0.1 1.0
C 1.1 -0.8 0.9
P -0.9 -1.1 -0.3
C -0.4 -0.1 0.5
H -0.2 0.2 -0.1
C 0.1 -0.2 -0.6
H 0.1 0.0 0.0
F 0.2 0.5 0.1
H 0.1 0.0 -0.1
C -0.1 0.0 0.1
H 0.0 0.2 0.2
H 0.0 -0.1 -0.1
O -0.6 1.1 0.7
O -0.9 -0.4 0.3
C 1.6 -1.3 1.1
O 0.1 0.1 -0.4
F -0.6 0.0 -0.3
F 0.1 0.4 0.1
C 0.2 0.4 0.2
N 0.2 0.1 -0.2
H 0.1 -0.1 0.1
S -0.9 -2.6 0.1
H 0.0 0.0 0.0
H 0.1 0.0 -0.1
N 0.5 0.4 -0.1
H 0.1 0.1 -0.1
F -0.2 0.0 -0.3
O -0.5 0.0 0.4
H 0.0 -0.2 -0.2
O -0.8 -0.6 0.6
C -0.1 -0.1 -0.1
N 0.7 0.3 0.6
Fe 0.7 0.0 -1.4
C 0.0 0.0 -0.1
S 1.0 1.7 1.8
H 0.0 0.0 0.0
C -0.7 0.5 0.7
C -0.1 -0.2 0.0
F 0.1 0.3 0.0
H 0.0 0.1 0.1
H 0.1 -0.1 0.1
H -0.1 -0.1 0.0
C 0.2 0.1 -1.0
C -0.1 -0.3 0.0
O -1.8 2.3 1.1
S 1.9 0.5 -1.7

---

[2]
The following is a quantum chemistry calculation of a 9-piece molecular cluster, H18O9 overall, from OMol25.

Calculated values
Orbital gap (alpha / beta) ... 2.80 / 10.13 eV
Net charge ... -1
Spin multiplicity ... 2
Molecular weight ... 162.1 g/mol
<S²> ... 0.751
E ... -687.9095 Eh

CARTESIAN COORDINATES (ANGSTROEM)
H -1.183 0.222 2.253
H 2.509 0.901 -0.937
O 1.816 -0.907 3.722
H -1.089 2.902 -1.421
O 2.042 -1.074 -2.618
H -2.387 0.374 1.431
H 2.110 -1.312 -1.689
H 2.476 -1.697 0.620
O -1.691 3.623 -1.645
H 1.824 -1.956 -2.968
H -3.688 -0.621 -0.709
H -1.119 4.368 -1.907
O -2.824 -0.393 -0.351
O 0.653 1.425 -2.935
H 0.467 0.521 -3.291
O -2.005 0.724 2.242
O 2.046 0.515 -0.182
H 0.882 -1.079 3.559
O -3.160 -1.913 2.496
O 3.066 -2.155 -0.003
H 3.821 -1.551 0.023
H 1.725 -0.158 3.114
H 1.334 1.163 0.014
H -2.225 0.011 -1.064
H -2.493 -2.588 2.545
H 0.344 2.076 -3.607
H -3.250 -1.423 3.305

Force components x, y, z for each atom (eV/Å):
H 0.3 0.0 0.2
H -0.2 0.0 -0.2
O -0.7 0.6 -0.6
H 0.1 -0.1 0.0
O -0.3 -1.0 -0.7
H -0.5 -0.1 -0.4
H 0.2 0.4 0.8
H -0.2 -0.2 -0.2
O 0.2 0.6 -0.3
H 0.1 0.5 -0.3
H 0.2 0.2 -0.3
H -0.3 -0.6 0.2
O 1.4 0.7 -0.9
O -0.5 0.1 -0.9
H 0.4 1.0 0.5
O 0.2 0.2 0.3
O -0.2 0.6 0.4
H -0.6 -1.3 0.7
O -1.1 -0.2 -1.0
O 0.1 0.3 0.4
H 0.0 -0.2 -0.2
H 1.4 0.7 -0.2
H 0.3 -0.5 -0.1
H -1.5 -0.9 1.3
H 0.5 -0.1 0.5
H 0.2 -0.9 0.6
H 0.5 0.1 0.5

---

[3]
The following is a quantum chemistry calculation of a 6-piece molecular cluster, C14H43N3O7 overall, from OMol25.

Calculated values
Orbital gap ... 8.81 eV
Spin multiplicity ... 1
Molecular weight ... 365.5 g/mol
SMILES ... COC[C@H](C)N.COC[C@H](C)N.COCCNCCOC.O.O.O
E ... -1250.0123 Eh

CARTESIAN COORDINATES (ANGSTROEM)
H -6.289 -1.572 -1.713
H 3.632 0.375 -2.424
H 0.500 -4.898 0.772
H 4.156 0.304 -0.737
C -5.331 -1.480 0.205
O -2.422 0.425 0.108
H 0.687 7.848 -0.296
H -4.517 -0.764 1.947
O 0.701 -3.971 0.647
H 2.450 -1.607 -3.371
H -0.870 6.882 -0.377
H -0.167 -3.285 -3.106
C -0.271 -2.220 -2.898
C 2.047 1.206 1.953
H -3.768 -2.597 0.908
O -0.668 -1.779 -0.049
H 0.492 6.427 -1.397
H 3.517 4.931 2.008
H -0.268 -2.587 0.274
O 2.454 0.327 3.028
O 0.779 -1.604 -2.134
H 2.975 -1.574 3.466
H -1.265 -2.008 -2.506
H 4.775 -2.136 -2.205
H -3.214 0.102 0.538
H 2.588 -1.618 -0.372
H -0.312 -1.765 -3.887
H -6.509 0.065 -1.013
H 3.565 -1.134 1.971
H 2.243 6.948 1.283
H 1.654 -3.942 0.560
H 2.159 -3.094 -2.562
H -6.120 -2.008 0.742
C -3.433 -4.604 -0.652
H 1.929 5.174 2.848
H 2.000 2.695 3.365
H 2.559 0.749 -1.192
H -3.285 -4.840 0.402
H 2.477 5.773 -0.097
H -0.141 -1.538 -0.810
H -5.703 0.149 1.401
C 2.658 -1.040 2.569
C 1.995 5.974 0.859
N -4.950 -0.449 1.091
H -1.898 -0.360 -0.052
C 0.218 6.874 -0.442
C 3.353 0.040 -1.425
H -3.745 -5.549 -1.098
C 2.123 -2.015 -2.415
C -4.140 -2.417 -0.100
N 4.348 -2.219 -1.293
H 4.908 -1.700 -0.632
H 1.165 3.510 1.166
C 2.511 2.560 2.412
N 2.139 3.582 1.424
H 3.600 2.604 2.423
H -2.456 -4.374 -1.077
C -5.858 -0.807 -1.068
H 2.449 0.873 0.996
C 2.431 4.937 1.910
C 3.080 -1.471 -1.333
O -4.513 -3.609 -0.698
H -5.046 -0.443 -1.696
H 1.010 1.012 1.678
H 1.720 -1.445 2.190
O 0.551 6.022 0.691
H -3.438 -1.846 -0.708

Force components x, y, z for each atom (eV/Å):
H -0.5 0.0 0.1
H 0.4 -0.4 -0.2
H -0.2 -0.2 0.1
H 0.1 -0.1 0.0
C -1.4 -0.2 -1.2
O 0.4 0.6 -0.4
H -0.2 0.2 -0.2
H 0.1 -0.4 0.1
O 0.1 -0.3 0.1
H -0.1 0.3 -0.3
H 0.1 0.6 -0.3
H 0.3 -0.2 0.6
C 0.3 0.6 -1.4
C 0.7 -1.7 0.0
H 0.8 -0.2 0.1
O -1.0 0.5 0.7
H 0.3 0.0 0.0
H 0.1 0.6 0.3
H 0.1 -0.3 0.2
O 0.1 -1.1 -1.3
O 0.0 -0.5 -0.5
H -0.5 -0.2 0.2
H 0.4 -0.1 0.7
H 0.4 0.0 -0.1
H -0.7 0.1 0.1
H -0.1 -0.2 0.1
H 0.3 0.2 -0.3
H -0.3 -0.3 0.7
H -0.4 0.2 -0.9
H 0.5 0.3 -0.4
H 0.4 0.1 -0.1
H 0.1 -0.2 0.6
H -0.3 -0.9 -0.7
C -1.1 0.1 0.9
H 0.1 0.0 0.3
H 0.5 0.4 0.5
H -0.5 -0.5 0.3
H 0.2 0.1 0.2
H 0.1 0.1 -0.1
H 0.6 0.2 0.0
H -0.2 0.0 -0.4
C 0.2 1.3 1.8
C -0.8 0.0 1.0
N 1.6 1.7 1.6
H 0.5 -0.4 0.2
C -0.4 -1.2 1.5
C -0.2 0.5 -0.4
H -0.5 0.4 -0.3
C 0.0 0.4 -0.2
C -0.6 1.3 1.0
N -1.0 -0.1 -0.1
H 0.5 -0.2 -0.1
H -0.2 0.0 0.1
C -1.2 0.5 -1.7
N -0.1 0.2 0.3
H 0.0 -0.3 0.7
H -0.2 0.9 -0.2
C 0.4 -0.7 -1.1
H 1.1 0.2 0.0
C -0.8 -0.6 -1.6
C -0.7 0.3 0.3
O 1.0 -1.7 -1.0
H 0.5 0.1 0.3
H -0.8 0.8 0.9
H 0.2 -0.2 -0.4
O 1.2 -0.1 -0.9
H 0.3 -0.1 0.1

---

[4]
The following is a quantum chemistry calculation of C6H8O2 as an isolated structure, from OMol25.

Calculated values
Orbital gap ... 9.21 eV
Spin multiplicity ... 1
Molecular weight ... 112.1 g/mol
E ... -383.5775 Eh

CARTESIAN COORDINATES (ANGSTROEM)
C 1.141 0.996 0.394
H 1.728 -1.263 0.162
H -0.950 1.066 1.387
O -0.047 -0.855 1.300
H -0.563 -1.453 -1.633
C -1.480 0.429 -0.735
H -1.626 0.617 -1.863
H 0.843 0.518 2.864
O 2.165 1.696 0.367
H -1.908 -0.294 -0.058
H 0.963 -1.529 -1.873
H -1.741 1.539 -0.347
C 0.316 0.496 1.623
C 0.235 -1.275 -1.127
C 0.251 0.278 -0.607
C 0.675 -0.966 0.145

Force components x, y, z for each atom (eV/Å):
C 1.1 2.4 0.2
H 0.1 0.7 0.9
H 4.2 -0.9 1.7
O 0.8 -0.8 2.2
H -5.9 -1.1 -1.7
C 3.2 4.9 0.3
H -0.2 -1.4 1.9
H -1.9 0.3 -4.1
O -2.9 -2.3 -0.1
H -0.6 -0.4 -0.7
H 1.2 -0.5 0.3
H 0.5 -2.4 -0.5
C -2.6 1.6 3.7
C 5.1 2.0 -2.2
C -1.3 -0.5 -3.0
C -0.7 -1.6 1.1